92
Properties=species:S:1:pos:R:3:mulliken_charge:R:1 method="wB97M-V/def2-TZVPD" orbital_gap_ev=8.02 total_energy_ha=-2087.81350 charge=+1
C 9.47725 -0.96247 1.19584 -0.69
O 8.76700 -0.40612 0.10732 -0.33
C 8.17868 0.84956 0.38391 -0.56
C 7.36213 1.28043 -0.83291 -0.60
C 5.85165 1.31124 -0.57314 -0.96
C 5.04875 1.98750 -1.70384 -0.63
C 4.29797 3.24264 -1.24797 -0.70
C 3.11668 3.64110 -2.13001 -0.82
C 2.09623 2.50946 -2.35166 -0.11
C 0.63227 2.93636 -2.19451 -1.24
C -0.32673 1.74516 -2.01911 -1.02
N -0.91409 1.62335 -0.64090 0.11
C 0.03705 1.03944 0.43544 -1.12
N 0.85344 0.03390 -0.12272 -0.07
I 1.21882 2.59338 1.35080 0.14
O -0.83201 0.60607 1.39932 -0.12
C -2.19594 0.27763 0.91776 0.89
C -3.10148 1.06162 1.87399 -1.12
C -2.63099 1.03234 3.33416 -0.85
C -1.85583 2.27654 3.77202 -0.56
O -2.71233 3.07479 4.57166 -0.54
C -2.34471 -1.23976 1.14066 -1.31
O -3.17021 -1.87226 0.17187 0.37
C -2.76553 -3.16564 -0.16602 1.34
C -1.99434 -3.35937 -1.29541 -0.69
C -1.56301 -4.62499 -1.65697 0.48
C -0.69123 -4.81003 -2.86919 -1.54
C -1.94505 -5.69659 -0.86380 -1.03
C -2.73338 -5.48993 0.25102 -0.97
C -3.17308 -4.23121 0.62590 0.02
C -4.04624 -4.11268 1.86017 0.22
C -3.19990 -3.91338 3.13277 -1.36
C -5.18590 -3.08827 1.75453 -1.58
C -2.16419 0.78543 -0.55741 1.28
O -1.91055 -0.22096 -1.49534 -0.76
C -3.41237 1.54927 -0.98906 0.89
C -4.65869 0.96912 -0.74956 -0.32
C -5.79858 1.61595 -1.21255 -0.76
N -5.77695 2.77238 -1.87106 -0.58
C -4.59034 3.32454 -2.09011 -0.75
C -3.38480 2.75678 -1.68122 -0.57
H 9.23228 -2.02061 1.27667 0.24
H 10.55476 -0.86186 1.04281 0.24
H 9.22486 -0.47074 2.13915 0.33
H 7.52709 0.75554 1.26172 0.42
H 8.95282 1.59271 0.60535 0.28
H 7.66906 2.27868 -1.15143 0.38
H 7.56099 0.56960 -1.63476 0.30
H 5.52327 0.27156 -0.47872 0.21
H 5.64862 1.79180 0.38669 0.50
H 5.74357 2.25163 -2.50446 0.51
H 4.36574 1.25255 -2.13300 0.45
H 5.01433 4.06871 -1.24760 0.40
H 3.98056 3.11791 -0.20966 0.18
H 3.50401 3.97106 -3.09570 0.41
H 2.59970 4.49048 -1.67709 0.44
H 2.31111 1.69348 -1.65897 -0.02
H 2.21226 2.08295 -3.34977 0.37
H 0.33272 3.40507 -3.13362 0.42
H 0.52367 3.67450 -1.39870 0.38
H -1.15718 1.83417 -2.71084 0.80
H 0.18080 0.81444 -2.24565 0.49
H -1.12071 2.57212 -0.31866 0.88
H 1.83841 0.14994 0.06222 0.22
H 0.56320 -0.88506 0.18874 0.23
H -3.17621 2.09964 1.54401 0.57
H -4.09743 0.62768 1.81971 0.38
H -3.51416 0.98015 3.97057 0.65
H -2.04087 0.14413 3.55890 0.35
H -0.95022 1.99555 4.31676 0.38
H -1.52051 2.83798 2.89041 0.10
H -2.18521 3.63453 5.14849 0.33
H -1.38036 -1.74220 1.20938 0.36
H -2.83264 -1.34026 2.11406 0.01
H -1.70328 -2.52874 -1.92431 0.31
H -0.69491 -5.84344 -3.20675 0.40
H -1.00835 -4.16075 -3.68475 0.37
H 0.33591 -4.52789 -2.62698 0.29
H -1.63418 -6.69686 -1.13550 0.40
H -3.03134 -6.34510 0.84561 0.43
H -4.51711 -5.09249 1.95519 0.77
H -2.28379 -3.35582 2.93738 0.24
H -2.89751 -4.87587 3.54672 0.39
H -3.77978 -3.40839 3.90575 0.41
H -5.51179 -2.94570 0.72686 0.31
H -6.03080 -3.43211 2.35103 0.46
H -4.89195 -2.12130 2.16741 0.23
H -2.72090 -0.74244 -1.58593 0.70
H -4.75917 0.02040 -0.24101 0.35
H -6.76991 1.16673 -1.04325 0.42
H -4.57959 4.26325 -2.63111 0.43
H -2.46939 3.28645 -1.90800 0.41

---

90
Properties=species:S:1:pos:R:3:mulliken_charge:R:1 method="wB97M-V/def2-TZVPD" s_squared=2.01 orbital_gap_ev="5.71 / 5.88" multiplicity=3 e_above_lowest_kj_mol=85.1 total_energy_ha=-3041.85353 charge=+1
C -1.57653 -1.51475 -2.28435 -0.04
C 0.58980 -2.25318 -1.79107 0.03
C -1.68272 -2.39927 -3.34550 -0.83
C 0.44665 -3.30156 -2.73678 -1.21
C -0.69020 -3.36899 -3.51644 -0.94
H -2.55820 -2.32146 -3.98138 0.53
H 1.27922 -3.99808 -2.84388 0.49
H -0.82134 -4.14572 -4.26555 0.44
N -0.54248 -1.56380 -1.41860 1.46
P -2.65852 0.03124 -0.32214 1.72
P 2.45202 -0.51040 -0.33575 1.00
C -2.61066 -0.42069 -2.09562 -1.40
H -2.34267 0.46191 -2.70184 0.44
H -3.59107 -0.75019 -2.46412 0.68
C 0.93127 1.29762 1.03209 0.09
O 1.49405 2.25455 1.43475 -0.49
C 1.84938 -1.88726 -1.26192 -1.58
H 2.59889 -2.68594 -1.35342 0.51
C 3.76855 0.09947 -1.63468 1.95
C 3.38908 -1.14771 1.20529 2.37
C -3.42714 1.75657 -0.28543 1.79
C -3.83637 -1.33679 0.28741 2.11
C 3.75173 1.62982 -1.53668 -1.65
H 4.01645 1.98750 -0.53234 0.28
H 4.49261 2.02232 -2.24910 0.54
H 2.76979 2.03183 -1.80982 0.24
C 5.19843 -0.42886 -1.43808 -1.88
H 5.65120 -0.15659 -0.48051 0.39
H 5.25540 -1.51469 -1.58420 0.40
H 5.81958 0.02659 -2.22458 0.48
C 3.35917 -0.32690 -3.04872 -1.32
H 4.00688 0.19295 -3.77287 0.60
H 3.46044 -1.40792 -3.20360 0.36
H 2.32555 -0.04413 -3.27068 -0.39
C 4.24278 0.00607 1.76325 -1.47
H 3.62055 0.87274 2.02032 0.25
H 4.73290 -0.34675 2.68228 0.51
H 5.02816 0.34721 1.08323 0.19
C 2.38832 -1.54169 2.29736 -1.70
H 1.81678 -0.68186 2.66766 0.24
H 1.70385 -2.33785 1.97363 0.16
H 2.96323 -1.93423 3.15058 0.63
C 4.22155 -2.38962 0.88906 -1.84
H 5.04081 -2.20224 0.19312 0.28
H 4.67396 -2.74080 1.82919 0.57
H 3.59450 -3.19853 0.49517 0.30
C -4.34792 -0.94961 1.68353 -1.75
H -4.90620 -1.80695 2.08897 0.55
H -3.52383 -0.73338 2.37851 0.19
H -5.03616 -0.09412 1.66108 0.24
C -3.05146 -2.65889 0.38834 -1.56
H -2.68955 -3.00250 -0.58636 0.32
H -2.19751 -2.59522 1.07617 0.03
H -3.73336 -3.42652 0.78204 0.57
C -5.02348 -1.59548 -0.65684 -1.86
H -5.69632 -2.30561 -0.15195 0.53
H -5.60471 -0.69540 -0.88512 0.25
H -4.71317 -2.06926 -1.59688 0.40
C -2.67167 2.67952 -1.25710 -1.93
H -2.84578 2.41475 -2.30720 0.35
H -3.03726 3.70770 -1.11228 0.62
H -1.59165 2.67436 -1.07835 0.15
C -3.25444 2.28665 1.14726 -1.45
H -2.19460 2.35183 1.43066 0.12
H -3.67987 3.29867 1.19800 0.51
H -3.77023 1.66573 1.89030 0.29
C -4.90723 1.72645 -0.68247 -1.95
H -5.05659 1.31420 -1.69017 0.32
H -5.53433 1.18302 0.03500 0.34
H -5.27026 2.76541 -0.70176 0.53
Ti -0.08760 -0.17513 0.19217 -1.08
N 0.10385 1.02857 -1.42879 0.70
C 0.67771 1.02990 -2.48390 -0.37
C 0.76194 1.87589 -3.64704 0.33
C 0.58750 3.25554 -3.43426 -0.10
C 0.95276 1.38618 -4.95454 0.06
C 0.58630 4.14020 -4.51014 -0.95
H 0.44164 3.62057 -2.41150 0.38
C 0.98932 2.28289 -6.02389 -0.99
H 1.06485 0.31156 -5.10926 0.51
C 0.79538 3.65331 -5.80738 -0.39
H 0.41988 5.20297 -4.32306 0.41
H 1.16172 1.91260 -7.03796 0.42
H 0.80579 4.34490 -6.64802 0.42
C -0.97038 -0.15715 3.22087 -0.70
O -0.73170 -0.93927 2.02237 0.19
H -0.87581 -0.80217 4.10500 0.38
H -1.97803 0.27200 3.16206 0.19
H -0.23510 0.65277 3.26679 0.27
H -0.84368 -1.89695 2.19110 0.22